A:
ORCA calculation (ωB97M-V with the def2-TZVPD basis set) on the ion C8H16NS with charge +1.

Each line ends with the natural charge from an NBO analysis.
Positions of all 26 atoms, in Å:
C: -1.1889 -1.7433 1.7167  -0.612
C: -1.0508 -0.2417 1.9528  -0.406
C: -0.4982 0.6496 0.8059  -0.202
C: 0.4306 1.7083 1.3989  -0.609
C: 0.1804 -0.1535 -0.3299  -0.326
C: -0.8113 -0.7891 -1.2383  0.327
N: -0.4525 -0.7483 -2.4658  -0.409
C: 0.8775 -0.1353 -2.6631  -0.241
C: 1.0865 0.6055 -1.3350  -0.347
S: 2.8625 0.6451 -0.9934  0.032
H: -0.2206 -2.2310 1.5853  0.206
H: -1.6635 -2.2043 2.5819  0.247
H: -1.8118 -2.0070 0.8560  0.177
H: -2.0137 0.1655 2.2673  0.225
H: -0.3892 -0.1064 2.8118  0.219
H: -1.3385 1.1845 0.3472  0.204
H: 1.3036 1.2480 1.8685  0.217
H: 0.7707 2.4449 0.6685  0.207
H: -0.1001 2.2560 2.1783  0.240
H: 0.7605 -0.9851 0.0977  0.277
H: -1.7541 -1.2495 -0.9637  0.247
H: -0.9947 -1.1473 -3.2251  0.449
H: 0.8801 0.5009 -3.5446  0.250
H: 1.5980 -0.9460 -2.8063  0.235
H: 0.7087 1.6222 -1.4580  0.242
H: 2.8288 1.6571 -0.1136  0.150

Frontier orbital gap   8.612 eV
Lowest unoccupied orbital energy   -4.4 eV
Total charge   +1
SMILES string   CC[C@@H](C)[C@H]1C=[NH+]C[C@@H]1S



B:
ORCA calculation (ωB97M-V with the def2-TZVPD basis set) on the ion C8H16NS with charge +1.

Each line ends with the natural charge from an NBO analysis.
Positions of all 26 atoms, in Å:
C: -1.0228 -0.4690 0.2473  0.041
C: 0.7394 0.4909 -0.3111  0.003
C: -1.3365 1.9747 0.2088  -0.355
C: -1.0195 -1.5888 -0.8352  -0.739
C: 3.1730 0.8899 -0.1677  -0.642
C: 2.0639 -0.9646 1.0349  -0.549
C: -3.1469 0.4022 0.6164  -0.405
C: 2.0941 -0.1257 -0.2750  -0.399
N: -1.9172 0.6865 -0.1554  -0.464
S: 0.4711 2.0991 -0.1284  0.550
H: -1.9027 2.7958 -0.3732  0.260
H: -1.5054 1.9800 1.2699  0.245
H: -2.0740 -1.8299 -1.0761  0.222
H: -0.6664 -2.4086 -0.3131  0.245
H: -0.5988 -1.3467 -1.8978  0.219
H: 3.1208 1.7110 -0.9964  0.215
H: 4.1661 0.5866 -0.3231  0.250
H: 3.2655 1.4395 0.7718  0.230
H: 1.5024 -0.5610 1.7794  0.221
H: 3.0247 -1.0414 1.3329  0.223
H: 1.7806 -2.1152 0.8540  0.226
H: -3.1552 1.0601 1.4684  0.227
H: -3.9876 0.4642 0.0083  0.226
H: -3.1932 -0.5917 1.0422  0.262
H: 2.2743 -0.8922 -1.1171  0.283
H: -2.2976 0.7565 -1.1048  0.404

Frontier orbital gap (alpha / beta)   7.755 / 7.754 eV
Lowest unoccupied orbital energy (alpha / beta)   -4.4 / -4.4 eV
Total charge   +1



Of them, B has the lowest stability.



A:
ORCA calculation (ωB97M-V with the def2-TZVPD basis set) on a structure of composition C3H8N4S.

Each line ends with the natural charge from an NBO analysis.
Positions of all 16 atoms, in Å:
C: 2.4921 0.5213 0.1695  -0.692
C: 1.3470 -0.3993 0.0125  0.424
C: -1.0308 -0.6668 0.0317  0.209
H: 2.7108 0.8195 1.2849  0.245
H: 3.3823 -0.0240 -0.2650  0.241
H: 2.3100 1.8652 -0.2899  0.234
H: 2.4460 -2.0590 -0.5567  0.362
H: -1.0571 1.6548 -1.0415  0.190
H: -0.8930 -1.7877 0.0483  0.233
H: -3.8595 -0.9793 0.6734  0.360
H: -3.9878 1.0001 0.2129  0.372
N: 1.5509 -1.7143 -0.1704  -0.797
N: 0.1334 0.0759 0.0060  -0.522
N: -2.0819 0.0716 0.0509  -0.356
N: -3.5438 -0.2303 -0.0902  -0.647
S: 0.0816 1.8523 -0.0764  0.144

Frontier orbital gap   8.521 eV
Lowest unoccupied orbital energy   0.4 eV



B:
ORCA calculation (ωB97M-V with the def2-TZVPD basis set) on the molecule C3H8N4S.

Each line ends with the natural charge from an NBO analysis.
Positions of all 16 atoms, in Å:
H: -1.2695 1.3593 -1.0041  0.360
N: -2.2096 1.3287 -0.5826  -0.706
C: -2.4649 0.1752 -0.1510  0.280
N: -3.6787 -0.1696 0.4054  -0.825
S: -1.3770 -1.2682 -0.2644  0.374
N: 0.0110 -0.5429 -0.8644  -0.778
C: 1.1222 -0.3027 -0.0462  0.263
N: 2.2745 -0.1687 -0.5439  -0.459
C: 3.3641 0.1327 0.3659  -0.424
H: -4.2635 0.6297 0.5824  0.399
H: -3.6328 -0.8317 1.1479  0.383
H: 0.2429 -0.7524 -1.8019  0.408
H: 0.8823 -0.2451 0.9827  0.154
H: 4.1010 -0.6248 0.2811  0.201
H: 3.0592 0.1893 1.4180  0.168
H: 3.8386 1.0912 0.0751  0.202

Frontier orbital gap   10.167 eV
Lowest unoccupied orbital energy   0.7 eV
SMILES string   [H]/N=C(/N)SN/C=N/C



C:
ORCA calculation (ωB97M-V with the def2-TZVPD basis set) on the molecule C3H8N4S.

Each line ends with the natural charge from an NBO analysis.
Positions of all 16 atoms, in Å:
C: 1.2236 1.8289 -0.0995  -0.631
C: 1.0921 0.6352 -0.9141  0.065
N: 0.0779 0.7201 -1.9956  -0.247
N: -0.8246 -0.0937 -1.8308  0.046
N: -0.6736 -0.7909 -0.7303  -0.130
C: -1.3557 -2.0305 -0.8342  -0.421
N: 0.5351 -0.4754 0.0189  -0.525
S: 1.2413 -1.5167 1.0377  0.258
H: 0.2854 2.2535 0.2466  0.227
H: 1.7474 2.5719 -0.6789  0.224
H: 1.8022 1.5689 0.7736  0.220
H: 2.0106 0.1623 -1.4262  0.196
H: -1.1646 -2.3358 -1.9012  0.212
H: -0.9982 -2.6547 -0.0949  0.217
H: -2.4875 -1.9703 -0.5887  0.208
H: 0.9404 -0.9689 2.2437  0.082

Frontier orbital gap   8.486 eV
Lowest unoccupied orbital energy   0.7 eV
SMILES string   C[C@@H]1N=NN(C)N1S



Of them, A has the lowest stability.



A:
ORCA calculation (ωB97M-V with the def2-TZVPD basis set) on a cluster of 2 separate species, C2H5N5 in total.

Each line ends with the natural charge from an NBO analysis.
Positions of all 12 atoms, in Å:
C: -0.1054 0.5621 -0.1489  0.498
C: 1.8177 -0.8559 0.0703  0.205
H: -2.5353 -0.1211 0.9499  0.366
H: -2.7984 -0.2909 -0.7100  0.362
H: -0.3345 -1.4919 -0.3492  0.441
H: 2.4176 -1.6824 0.1180  0.213
H: 1.2372 2.3582 0.4274  0.370
N: -2.0537 -0.3676 0.0859  -0.723
N: -1.2552 0.9622 0.0679  -0.359
N: 0.3982 -0.7606 -0.3473  -0.661
N: 2.1383 0.4498 0.2892  -0.313
N: 1.0736 1.2381 -0.4533  -0.399

Frontier orbital gap   9.591 eV
Lowest unoccupied orbital energy   0.7 eV



B:
ORCA calculation (ωB97M-V with the def2-TZVPD basis set) on the molecule C2H5N5.

Each line ends with the natural charge from an NBO analysis.
Positions of all 12 atoms, in Å:
H: 2.4700 -1.2105 0.0347  0.317
N: 2.6398 -0.1659 0.1181  -0.645
C: 1.4724 0.1915 0.0163  0.489
N: 0.9184 1.5406 -0.0258  -0.460
C: -0.3803 1.3597 -0.0339  0.253
N: -0.7928 0.0794 -0.2406  -0.144
N: -2.0666 -0.1767 0.1480  -0.601
N: 0.4284 -0.7102 -0.0159  -0.517
H: -1.0070 2.0719 -0.1570  0.185
H: -2.0936 -1.1209 -0.4104  0.370
H: -1.9008 -0.2351 1.2232  0.350
H: 0.3121 -1.6236 -0.6568  0.403

Frontier orbital gap   8.825 eV
Lowest unoccupied orbital energy   0.3 eV
SMILES string   [H]/N=c1/ncn(N)[nH]1



Of them, A has the lowest stability.



A:
ORCA calculation (ωB97M-V with the def2-TZVPD basis set) on the molecule C2H4O3S.

Each line ends with the natural charge from an NBO analysis.
Positions of all 10 atoms, in Å:
C: 1.7381 0.4312 -0.0820  -0.254
O: 0.4108 0.7148 -0.1596  -0.514
C: -0.6889 -0.6296 -0.3290  -0.260
S: -2.0453 -0.1414 0.4751  1.967
O: -3.1616 -1.0502 0.2355  -0.847
O: -2.3701 1.2391 0.4423  -0.819
H: 2.1971 1.3810 -0.3615  0.215
H: 2.1946 -0.2612 -0.8976  0.147
H: 2.0644 -0.1456 0.7342  0.170
H: -0.3392 -1.5380 -0.0573  0.195

Frontier orbital gap (alpha / beta)   7.938 / 7.941 eV
Lowest unoccupied orbital energy (alpha / beta)   -2.0 / -2.0 eV
SMILES string   COC=S(=O)=O



B:
ORCA calculation (ωB97M-V with the def2-TZVPD basis set) on a structure of composition C2H4O3S.

Each line ends with the natural charge from an NBO analysis.
Positions of all 10 atoms, in Å:
C: 0.4890 -0.2482 1.0744  -0.295
C: -0.8330 -0.4582 -0.8208  -0.291
O: 1.5476 1.1302 -1.2119  -0.868
O: -0.4662 1.9855 -0.0845  -0.945
O: 0.2028 -1.3750 0.3341  -0.564
S: 0.4093 0.8819 -0.3788  2.081
H: -0.4284 0.0122 1.6034  0.206
H: 1.5234 -0.4871 1.5516  0.235
H: -0.6835 -0.9731 -1.7251  0.220
H: -1.7610 -0.4683 -0.3423  0.221

Frontier orbital gap   10.548 eV
Lowest unoccupied orbital energy   -0.1 eV



Of them, A has the lowest stability.